Molecular formula: CH3N2O2
Method: DFT, wB97M-V/def2-TZVPD

Last column: natural (NBO) charge in e.
Geometry (Å):
1 C -0.701313 -0.379715 -0.321301  0.542
2 N 0.627650 2.395640 1.778341  0.597
3 N 0.342191 -0.940878 -0.817579  -0.726
4 O 0.777997 1.696267 0.955594  0.140
5 O -0.704561 0.539455 0.551568  -0.588
6 H -1.638605 -0.818814 -0.576418  0.183
7 H 0.050184 -1.766278 -1.228193  0.427
8 H 1.246455 -0.725676 -0.342011  0.426

Force components x, y, z for each atom (eV/Å):
C -1.1 2.3 3.0
N -0.1 -1.9 -2.0
N 2.1 1.5 1.2
O 1.3 2.8 2.2
O -1.2 -1.4 -1.3
H -1.0 -0.1 -0.5
H 0.9 -2.3 -1.4
H -0.9 -0.9 -1.2

Summary:
HOMO-LUMO gap (alpha / beta)   8.29 / 8.29 eV
Net charge   +1
LUMO level (alpha / beta)   -7.41 / -7.41 eV
Spin multiplicity   1

Molecular formula: CH3N2O2
Method: DFT, wB97M-V/def2-TZVPD

Last column: natural (NBO) charge in e.
Geometry (Å):
1 C 0.202157 -0.264130 -0.204660  0.410
2 N 0.997110 0.557384 0.313186  -0.662
3 N -1.282143 -0.108376 -0.058644  0.460
4 O -1.605028 1.040857 -0.064810  -0.286
5 O -1.897516 -1.110848 0.071927  -0.225
6 H 0.917827 -1.976042 -1.124091  0.361
7 H 2.014669 0.466639 0.256040  0.473
8 H 0.652921 1.394517 0.811054  0.470

Force components x, y, z for each atom (eV/Å):
C 1.6 -3.6 -1.8
N 0.1 0.8 0.5
N 1.0 0.0 0.1
O -0.6 0.9 0.0
O -0.4 -0.5 0.0
H -1.3 2.9 1.5
H -0.2 -0.2 -0.1
H -0.1 -0.2 -0.2

Summary:
HOMO-LUMO gap (alpha / beta)   9.37 / 8.70 eV
Net charge   +1
LUMO level (alpha / beta)   -7.50 / -8.17 eV
Spin multiplicity   1

Molecular formula: CH3N2O2P
Method: DFT, wB97M-V/def2-TZVPD

Last column: natural (NBO) charge in e.
Geometry (Å):
1 C 0.298690 -0.622103 -0.013647  0.776
2 N 1.627102 -0.244071 0.242179  -0.866
3 N -0.587062 0.381998 -0.301839  -1.017
4 O -0.042857 -1.791515 -0.124501  -0.621
5 O -2.799725 1.283803 0.179622  -1.040
6 P -2.196013 0.000105 -0.055495  1.504
7 H 1.993221 0.585918 -0.289193  0.407
8 H 2.187759 -1.034775 0.563769  0.417
9 H -0.481112 1.440637 -0.200895  0.439

Force components x, y, z for each atom (eV/Å):
C 2.5 -0.9 -1.3
N -1.1 0.7 -0.4
N -0.4 2.4 0.2
O 0.1 0.7 0.9
O -1.4 2.4 0.3
P -0.1 -2.3 -0.4
H -0.3 -1.6 1.2
H 0.1 0.7 -0.7
H 0.6 -2.1 0.0

Summary:
SMILES   NC(=O)NP=O
HOMO-LUMO gap   9.98 eV
LUMO level   -0.05 eV
Spin multiplicity   1

Molecular formula: CH3N2O2S
Method: DFT, wB97M-V/def2-TZVPD

Last column: natural (NBO) charge in e.
Geometry (Å):
1 C -1.593762 -0.239167 1.665358  0.405
2 N -0.699333 -0.401563 0.909768  -0.455
3 N 0.459723 0.876154 -1.167088  -1.027
4 O 1.865695 -0.401412 0.483202  -0.765
5 O 0.338213 -1.648171 -1.084889  -0.769
6 S 0.784445 -0.482398 -0.414214  2.441
7 H -2.146449 -0.529792 2.484578  0.277
8 H 0.850536 1.673804 -0.851607  0.431
9 H 0.140932 1.152546 -2.025108  0.461

Force components x, y, z for each atom (eV/Å):
C 5.6 -1.5 -4.3
N -3.9 1.5 2.9
N 0.3 -3.0 1.9
O -0.6 0.5 -0.4
O 0.4 1.4 0.3
S -0.4 -0.8 -1.3
H -1.7 0.1 1.6
H 2.2 2.9 2.4
H -1.8 -1.0 -3.2

Summary:
SMILES   C#[N+]S(N)(=O)=O
HOMO-LUMO gap   12.32 eV
Net charge   +1
LUMO level   -5.22 eV
Spin multiplicity   1

Molecular formula: CH3N2O3S
Method: DFT, wB97M-V/def2-TZVPD

Last column: natural (NBO) charge in e.
Geometry (Å):
1 C 0.370738 -0.259930 0.662665  0.425
2 N 2.062650 0.672917 -0.739767  -0.677
3 N 0.732747 0.465902 -0.314851  -0.459
4 O -2.916128 -1.268043 -0.406943  -0.964
5 O -0.860596 -0.480900 0.857662  -0.739
6 O -3.160604 1.053946 0.259078  -0.963
7 S -2.349829 0.056931 -0.481196  1.701
8 H 1.159005 -0.730234 1.445793  0.048
9 H 2.395956 -0.016939 -1.434135  0.326
10 H 2.566057 0.506350 0.151694  0.302

Force components x, y, z for each atom (eV/Å):
C 1.7 -0.3 0.5
N 0.9 -0.2 2.0
N -0.6 0.4 -2.3
O -0.3 -0.5 -0.4
O -0.9 -0.5 1.5
O 1.2 -0.9 -0.7
S -0.9 1.1 0.9
H -1.3 0.7 -1.4
H -0.7 0.1 0.6
H 0.8 0.0 -0.9

Summary:
HOMO-LUMO gap   8.31 eV
Net charge   -1
LUMO level   4.02 eV
Spin multiplicity   1

Molecular formula: CH3N2OP
Method: DFT, wB97M-V/def2-TZVPD

Last column: Löwdin spin population.
Geometry (Å):
1 C -0.690307 0.514988 -0.965643  0.075
2 N -0.587174 -0.066442 0.374478  0.154
3 N -0.753688 -0.886570 -0.723548  0.765
4 O -1.665267 -0.425131 2.880757  0.328
5 P -2.051762 0.282671 1.655932  0.623
6 H -1.667711 1.003132 -1.014427  0.017
7 H 0.229511 0.799607 -1.312189  0.012
8 H 0.350164 -0.284355 0.727425  0.026

Force components x, y, z for each atom (eV/Å):
C -2.0 -1.1 2.2
N 1.2 -0.4 0.0
N -0.5 -1.1 -1.0
O 0.6 -0.9 1.2
P -1.3 1.3 -0.7
H 0.5 0.4 -0.6
H 1.7 1.4 -1.5
H -0.2 0.5 0.5

Summary:
HOMO-LUMO gap (alpha / beta)   7.12 / 8.42 eV
Expectation value of S²   2.01
LUMO level (alpha / beta)   0.64 / -1.76 eV
Spin multiplicity   3

Calculated molecular weight, 75.047, 75.047, 106.021, 107.114, 123.113, 90.022 g mol⁻¹ (same order as the records).
Calculated electronic energy, -8149.7968, -8144.9397, -17450.5899, -18985.2548, -21043.2218, -15397.4211 eV (same order as the records).